Density functional theory data (wB97M-V/def2-TZVPD) for a 8-piece molecular cluster, C32H45N3O15 overall at a distorted geometry.

```
95
C32H45N3O15 (wB97M-V/def2-TZVPD)
H -0.45 -0.96 0.92
C -0.27 0.89 7.41
C -7.10 1.34 -5.93
C -1.62 2.29 6.45
H 0.56 0.39 7.90
H 1.76 -0.39 2.39
H -0.97 -7.24 2.75
H 10.05 6.97 4.83
H 5.82 -4.10 -5.64
O 0.78 -4.51 4.92
H 10.86 5.40 4.91
H -6.98 0.30 -6.25
H 8.73 7.70 6.74
C -5.99 9.09 -4.42
H -3.27 0.92 6.37
O -2.99 -9.23 -1.30
C 10.55 6.27 5.49
O -0.81 2.20 -1.41
H 8.30 -3.89 -5.27
N 6.27 -3.35 -5.14
H -2.71 9.19 -3.74
C 0.11 -0.80 -0.01
H 11.38 6.73 6.03
O -10.31 2.29 -6.70
C -0.39 2.22 7.06
H 8.69 6.67 8.22
H 4.52 -2.43 -4.43
O 8.63 4.98 5.66
C 7.60 -3.20 -4.82
C 7.76 -2.01 -4.11
H -1.73 -0.77 7.21
C -1.08 -7.13 3.83
H -4.77 10.99 -4.30
C -2.45 -8.74 -2.26
O -9.03 1.82 -4.81
N -4.16 7.79 -3.95
C -5.75 2.08 -6.04
H 0.38 -1.77 -0.42
H 0.14 -6.43 -4.82
C -4.83 9.91 -4.28
H -7.02 9.40 -4.54
H -2.60 -5.87 2.00
C -0.08 -5.31 4.56
O 6.32 4.63 5.67
H 10.21 5.09 7.16
H -3.49 7.05 -3.80
C -0.19 1.25 -0.92
C 1.46 0.50 1.83
H 2.26 1.20 2.05
H -5.75 3.16 -5.88
H 6.24 -0.66 -3.22
C -9.23 2.05 -6.19
C -1.97 -8.39 -4.37
O -2.45 -9.29 -3.44
H -5.38 1.96 -7.06
H 8.63 -1.58 -3.64
C -3.76 9.08 -3.94
H 0.32 3.02 7.20
O 0.04 -6.66 4.51
H -6.07 6.83 -4.15
H -1.99 -6.32 -3.77
O -1.66 -7.69 -2.24
C 1.29 0.09 0.36
H -7.61 0.51 -3.99
H -4.00 -6.22 3.09
C 5.59 -2.39 -4.39
C 0.12 -6.91 -3.84
H -4.94 1.74 -5.39
C 6.46 -1.54 -3.80
C -5.51 7.76 -4.15
O 0.95 1.34 -0.13
C 7.35 5.21 6.03
C -1.42 0.25 7.08
O -8.05 1.95 -6.79
H 0.51 0.77 2.30
H -2.61 -6.23 5.15
H -3.28 -4.64 2.87
C -7.70 1.45 -4.53
H -1.34 -8.10 4.27
C -3.05 -5.70 2.98
H 0.53 -6.25 -3.08
O -1.32 -4.93 4.34
C -2.10 -6.08 4.20
O 7.37 6.25 6.84
N -2.29 1.11 6.54
C 9.59 5.65 6.47
H -2.73 -7.94 -5.02
C -1.40 -7.21 -3.58
O -0.66 -0.05 -0.94
C 8.65 6.68 7.14
H 0.80 -7.76 -3.81
H -7.28 2.25 -3.92
H 2.19 -0.34 -0.09
H -1.18 -8.80 -5.00
H -2.00 3.17 5.94
```

## Properties
Charge: 0
2S+1: 1
SMILES: C[C@H]1COC(=O)O1.C[C@H]1COC(=O)O1.C[C@H]1COC(=O)O1.C[C@H]1COC(=O)O1.C[C@H]1COC(=O)O1.c1cc[nH]c1.c1cc[nH]c1.c1cc[nH]c1
Gap between HOMO and LUMO, eV: 7.8586

Population analysis type Löwdin, resulting atomic charges in e:
1. H 0.13
2. C -0.13
3. C -0.29
4. C -0.16
5. H 0.10
6. H 0.08
7. H 0.14
8. H 0.09
9. H 0.14
10. O 0.13
11. H 0.09
12. H 0.15
13. H 0.14
14. C -0.08
15. H 0.15
16. O 0.14
17. C -0.04
18. O 0.12
19. H 0.10
20. N 0.01
21. H 0.11
22. C -0.10
23. H 0.09
24. O 0.14
25. C -0.11
26. H 0.14
27. H 0.10
28. O 0.07
29. C -0.14
30. C -0.11
31. H 0.11
32. C -0.12
33. H 0.08
34. C -0.62
35. O 0.04
36. N -0.01
37. C -0.02
38. H 0.13
39. H 0.08
40. C -0.12
41. H 0.08
42. H 0.08
43. C -0.54
44. O 0.12
45. H 0.15
46. H 0.15
47. C -0.45
48. C -0.02
49. H 0.09
50. H 0.08
51. H 0.10
52. C -0.50
53. C -0.12
54. O 0.11
55. H 0.08
56. H 0.09
57. C -0.17
58. H 0.10
59. O 0.08
60. H 0.09
61. H 0.15
62. O 0.10
63. C -0.33
64. H 0.13
65. H 0.08
66. C -0.16
67. C -0.01
68. H 0.08
69. C -0.13
70. C -0.13
71. O 0.05
72. C -0.51
73. C -0.18
74. O 0.10
75. H 0.09
76. H 0.16
77. H 0.08
78. C -0.12
79. H 0.14
80. C 0.00
81. H 0.08
82. O 0.08
83. C -0.29
84. O 0.07
85. N 0.02
86. C -0.31
87. H 0.13
88. C -0.27
89. O 0.06
90. C -0.11
91. H 0.08
92. H 0.13
93. H 0.15
94. H 0.13
95. H 0.10


Density functional theory data (wB97M-V/def2-TZVPD) for C32H45N3O7OsP2 as an isolated structure.

```
90
C32H45N3O7OsP2 (wB97M-V/def2-TZVPD)
O -1.09 -0.80 -0.68
H -1.78 0.41 4.12
O -3.51 0.06 -0.44
H -2.70 -1.30 -2.67
C -1.49 1.86 -0.33
H -1.64 2.05 -1.39
H 0.86 5.48 -1.07
C 0.04 4.85 -0.70
N 3.06 -1.12 -0.81
H -1.36 5.96 -1.89
H 4.44 0.07 -1.86
H 0.51 5.29 1.37
C 1.84 -6.13 0.42
H 2.05 3.46 1.77
H -0.47 -2.02 1.81
C -3.08 0.54 2.41
O 4.95 -1.23 0.50
C 0.65 -0.59 -3.86
C -0.35 5.31 0.69
H 2.23 -4.03 0.60
H -0.68 -5.20 -2.35
H 0.17 -2.48 4.15
H -0.82 4.46 -2.64
C 1.02 -0.25 -5.14
C 2.37 -0.07 -5.42
H -5.35 1.44 -2.87
H 4.28 -1.84 2.99
H -2.12 2.55 0.24
H -4.51 -1.01 1.94
Os 1.17 -1.25 -0.86
H 0.37 4.15 3.50
C 0.02 -5.46 -1.57
C -4.11 0.09 -1.77
C 3.81 -0.82 -1.99
O 0.26 2.44 1.56
C -1.11 4.92 -1.69
C -2.34 1.17 3.57
C 2.85 -0.59 -3.13
C 0.19 -6.78 -1.21
H -5.31 1.76 -1.14
H 2.65 1.07 1.55
C -4.71 1.46 -1.99
H -2.00 4.43 -1.31
C 0.93 -2.21 3.42
O 1.13 1.12 -0.51
H -0.38 -0.77 -3.59
C 1.01 3.27 3.65
H -4.79 -0.18 3.48
P -1.99 0.15 -0.02
C 0.55 -3.09 -1.27
C -4.02 -0.57 2.81
H 1.24 -8.17 0.07
C 1.67 -4.80 0.09
H -3.94 2.22 -2.16
H -3.06 1.63 4.25
C 3.29 -0.25 -4.40
N 1.44 -1.62 1.17
C 0.74 -4.42 -0.93
C 2.31 -2.15 3.78
C 2.30 1.44 2.50
H -0.70 6.34 0.62
O -2.06 -0.04 1.53
C -3.16 -0.33 -2.87
H 3.17 1.65 3.13
P 0.26 2.18 0.00
H -3.72 -0.38 -3.81
H -3.48 -1.36 3.33
H 4.50 -1.64 -2.26
H -1.15 4.71 1.11
H -3.62 1.30 1.84
O 0.64 3.53 -0.72
H 0.26 -0.14 -5.91
H 2.70 0.19 -6.42
H -2.36 0.40 -3.01
C 1.49 2.70 2.34
H -0.38 -7.55 -1.71
H 1.86 3.56 4.26
N 1.54 -0.75 -2.87
C 3.72 -1.32 0.41
H -4.91 -0.65 -1.70
H 4.35 -0.13 -4.58
H 2.63 -2.36 4.79
C 3.22 -1.87 2.80
C 2.80 -1.61 1.48
H 0.44 2.52 4.20
H -1.65 1.92 3.22
H 2.55 -6.39 1.20
C 1.10 -7.13 -0.21
C 0.57 -1.96 2.13
H 1.71 0.66 2.98
```

## Properties
Charge: 0
2S+1: 5
<S²>: 6.066
Gap between HOMO and LUMO (alpha / beta), eV: 4.0895 / 6.8171

Population analysis type Löwdin, resulting atomic charges in e:
1. O -0.35
2. H 0.09
3. O -0.17
4. H 0.09
5. C -0.20
6. H 0.07
7. H 0.15
8. C -0.41
9. N -0.17
10. H 0.09
11. H 0.14
12. H 0.08
13. C -0.10
14. H 0.14
15. H 0.09
16. C -0.43
17. O 0.02
18. C -0.11
19. C -0.04
20. H 0.09
21. H 0.09
22. H 0.08
23. H 0.09
24. C -0.06
25. C -0.06
26. H 0.09
27. H 0.11
28. H 0.08
29. H 0.08
30. Os 1.35
31. H 0.07
32. C -0.08
33. C -0.40
34. C -0.15
35. O -0.20
36. C -0.05
37. C -0.03
38. C -0.22
39. C -0.12
40. H 0.09
41. H 0.07
42. C -0.04
43. H 0.07
44. C -0.11
45. O -0.30
46. H 0.09
47. C -0.04
48. H 0.09
49. P 0.47
50. C -0.08
51. C -0.03
52. H 0.09
53. C -0.05
54. H 0.07
55. H 0.09
56. C -0.02
57. N -0.10
58. C -0.36
59. C -0.11
60. C -0.02
61. H 0.09
62. O -0.17
63. C -0.06
64. H 0.10
65. P 0.47
66. H 0.10
67. H 0.09
68. H 0.14
69. H 0.08
70. H 0.13
71. O -0.16
72. H 0.10
73. H 0.11
74. H 0.07
75. C -0.40
76. H 0.09
77. H 0.09
78. N -0.06
79. C -0.49
80. H 0.15
81. H 0.12
82. H 0.09
83. C -0.05
84. C -0.27
85. H 0.08
86. H 0.06
87. H 0.10
88. C -0.11
89. C -0.17
90. H 0.09


What did we get for ΔE to the lowest compared entry with this formula, charge and spin? Answer: 2.207, 0.000 eV, in the order shown.
What did we get for calculated total energy? Answer: -69093.35288, -73764.29456 eV, in the order shown.